# 1
{
  "formula": "C9H11BN2O2",
  "method": "the ωB97M-V functional and the def2-TZVPD basis",
  "species": ["C", "C", "C", "C", "C", "N", "N", "C", "C", "C", "C", "B", "O", "O", "H", "H", "H", "H", "H", "H", "H", "H", "H", "H", "H"],
  "xyz": [[-0.37953, 1.57853, -0.93949], [0.31567, 0.51585, -0.22873], [0.35896, 0.83151, 1.28242], [0.17357, -0.30732, 2.30452], [-1.15282, -0.86592, 1.97597], [-2.36704, -0.53177, 2.35654], [-3.40953, -0.39679, 1.62727], [-3.27334, -0.39075, 0.27724], [-2.05725, -0.73622, -0.28755], [-1.18248, -1.26805, 0.63220], [-0.53042, -0.79474, -0.57227], [0.00444, -1.91279, -1.94621], [0.63888, -1.24952, -2.93122], [-0.54089, -3.14601, -1.93340], [-1.26901, 1.70102, -0.41644], [-0.43626, 1.30906, -1.88837], [0.01284, 2.51509, -0.77001], [1.28888, 0.31806, -0.66899], [-0.48415, 1.43014, 1.51219], [1.27050, 1.45582, 1.52002], [0.22680, 0.03077, 3.29095], [0.97509, -1.00862, 1.95869], [-4.15847, 0.08031, -0.26858], [0.77615, -1.94383, -3.63046], [-0.42554, -3.73094, -2.67355]],
  "forces_ev_per_angstrom": [[0.48, 0.71, 2.90], [0.02, -2.46, 0.41], [0.97, 0.67, 0.26], [1.21, -1.34, -1.57], [-0.86, -1.29, -4.25], [0.72, 1.03, 4.03], [-0.89, -0.45, -1.65], [-1.44, 1.67, -0.90], [0.47, -1.54, 1.62], [0.03, 0.84, -0.55], [2.05, -1.87, -1.73], [-2.29, 3.04, 3.26], [0.64, -1.76, -1.36], [0.18, 0.07, 0.59], [-2.46, -0.12, 0.19], [-0.77, -0.56, -4.45], [1.62, 2.23, -0.18], [0.40, 0.10, 0.26], [-0.83, 1.26, -0.09], [-0.82, -0.79, -0.22], [0.59, 0.51, 1.56], [-0.63, -0.04, 1.26], [1.30, -0.90, 0.78], [0.19, 1.34, 0.34], [0.12, -0.32, -0.52]],
  "e_tot_ev": -17259.1280,
  "smiles": "C[C@H]1CCc2nncc3c2[C@@]31B(O)O",
  "charge": 0,
  "de_lowest_ev": 6.496,
  "homo_energy_ev": -8.1,
  "orbital_gap_ev": 7.97,
  "e_lumo_ev": -0.15
}



# 2
{
  "formula": "C18H34Br4Cl4FMgN3O6S",
  "method": "the ωB97M-V functional and the def2-TZVPD basis",
  "species": ["C", "N", "C", "C", "N", "C", "C", "O", "C", "C", "O", "C", "C", "C", "N", "H", "H", "H", "H", "H", "H", "H", "H", "H", "H", "H", "H", "H", "H", "H", "H", "H", "H", "H", "H", "C", "S", "O", "C", "H", "H", "H", "H", "H", "H", "O", "H", "Mg", "C", "Br", "Br", "Br", "H", "C", "Cl", "Cl", "Cl", "Cl", "Br", "F", "O", "C", "O", "C", "C", "C", "H", "H", "H", "H", "H", "H"],
  "xyz": [[-0.13047, 2.36136, 4.65861], [-0.56518, 1.70715, 3.42088], [0.52795, 1.65088, 2.45824], [0.06326, 1.22620, 1.05363], [1.14320, 0.74282, 0.18224], [1.41201, -0.70044, 0.26674], [1.27614, -1.52351, 1.51125], [1.73512, -1.25083, -0.75453], [2.35808, 1.39091, 0.33294], [2.50234, 2.82189, -0.07613], [3.35220, 0.80531, 0.73086], [-0.53380, 2.53889, 0.47409], [-1.98603, 2.61144, 0.92201], [-2.40136, 1.14326, 0.95354], [-1.11938, 0.36473, 0.98931], [-0.55369, 3.35429, 4.75716], [-0.38243, 1.76881, 5.52252], [0.94072, 2.48438, 4.65414], [-0.84396, 0.76747, 3.66668], [0.95195, 2.63710, 2.40062], [1.29890, 1.00409, 2.88058], [1.65754, -1.07576, 2.41934], [0.23654, -1.78293, 1.66448], [1.78639, -2.45100, 1.32451], [2.16792, 2.96287, -1.08809], [3.55920, 3.02885, -0.08015], [2.02225, 3.50083, 0.60798], [-0.62423, 2.47481, -0.61180], [0.05378, 3.43113, 0.60593], [-2.13433, 2.94977, 1.93919], [-2.66112, 3.20521, 0.32949], [-2.79188, 0.98837, -0.03926], [-3.20962, 0.83077, 1.58720], [-1.17438, -0.21544, 1.82295], [-1.17722, -0.26476, 0.18521], [-4.60815, -1.85505, -2.73763], [-5.32837, -1.17939, -1.25652], [-4.25890, -0.31236, -0.68550], [-5.34809, -2.70439, -0.31173], [-4.46847, -1.04529, -3.45013], [-3.64486, -2.29884, -2.49963], [-5.27027, -2.60548, -3.16959], [-4.33927, -3.11346, -0.25235], [-6.01724, -3.41763, -0.79149], [-5.71342, -2.47931, 0.68803], [6.44111, 0.89062, -0.59240], [5.54526, 0.72382, -0.28518], [5.67470, -1.01503, -0.75794], [2.19128, 0.63391, -4.20867], [3.14847, 0.59348, -2.53301], [0.32924, 0.60762, -3.75489], [2.74889, 2.09743, -5.33186], [2.41189, -0.27680, -4.74333], [3.94597, 1.62866, 7.00299], [3.46053, 0.93170, 5.43402], [5.58585, 1.10400, 7.42038], [3.89409, 3.40844, 6.93707], [2.82139, 1.06516, 8.23760], [1.76885, -0.94472, 4.91157], [-1.06973, 0.05428, -1.41267], [-2.09082, -4.15075, -2.68337], [-1.48875, -3.61860, -3.56763], [-2.07907, -3.04320, -4.64522], [-1.06332, -2.58523, -5.56426], [0.19563, -2.42176, -4.72937], [0.02064, -3.51441, -3.67947], [-0.94754, -3.33499, -6.35007], [-1.38502, -1.64999, -6.01364], [1.11150, -2.50759, -5.31164], [0.19561, -1.44356, -4.24487], [0.41411, -4.47601, -4.01382], [0.45988, -3.23423, -2.72614]],
  "forces_ev_per_angstrom": [[0.03, 0.17, -0.28], [-0.37, 0.10, -0.14], [-0.24, -1.60, 1.12], [-0.43, 3.40, -1.02], [0.42, -1.33, 1.38], [-0.30, -0.90, -0.64], [-0.20, 0.63, -0.18], [0.38, 0.07, -0.07], [0.05, 0.79, -0.02], [0.29, -0.03, 0.06], [0.85, -1.07, -0.52], [-0.94, 0.26, -1.80], [-0.21, -0.44, 2.27], [-0.07, 1.43, -2.64], [-1.15, -1.24, 3.09], [-0.30, 0.22, -0.02], [-0.12, -0.18, 0.27], [0.55, -0.08, 0.22], [0.25, -0.21, 0.11], [0.14, 0.44, -0.26], [0.34, -0.30, -0.23], [0.00, 0.22, 0.31], [-0.31, -0.06, 0.18], [0.21, -0.36, -0.08], [-0.61, 0.15, -0.29], [0.40, 0.12, 0.20], [-0.20, 0.25, 0.10], [0.36, -0.60, -0.17], [0.08, 0.15, 0.71], [0.53, 0.56, 0.25], [0.07, 0.06, -0.70], [0.10, -0.67, -0.26], [0.36, -0.25, 0.96], [0.26, -0.07, 0.21], [0.54, 0.12, -2.27], [0.00, -0.26, -0.30], [0.03, 0.18, -0.13], [-0.34, -0.10, 0.31], [0.12, -0.14, 0.08], [-0.04, 0.09, 0.08], [0.00, 0.01, 0.09], [-0.03, -0.02, 0.00], [0.03, 0.04, -0.07], [-0.03, 0.01, -0.03], [-0.03, 0.07, -0.01], [-0.47, -3.82, -0.65], [-1.10, 2.68, 1.10], [0.55, 1.79, -0.30], [-0.57, -0.15, -0.37], [1.00, 0.12, -0.11], [0.24, 1.52, 0.51], [-0.05, -0.08, 0.17], [0.16, -0.09, 0.00], [0.23, 0.24, -0.78], [1.60, 1.81, 1.52], [0.08, 0.02, 0.08], [0.02, 0.08, 0.10], [-0.03, -0.01, 0.04], [-2.01, -2.03, -1.06], [-0.11, -0.43, 0.14], [-0.44, 0.05, -0.06], [0.52, -0.24, 0.17], [0.18, 0.00, 0.07], [0.09, 0.07, -0.12], [0.07, -0.33, 0.14], [0.07, 0.52, -0.29], [-0.05, -0.03, 0.01], [-0.22, 0.02, 0.03], [0.00, -0.12, -0.17], [-0.11, -0.97, -0.26], [-0.04, -0.07, 0.10], [-0.09, -0.20, 0.15]],
  "e_tot_ev": -385222.9318,
  "charge": 0,
  "homo_energy_ev": -6.3,
  "orbital_gap_ev": 1.57,
  "e_lumo_ev": -4.77
}



# 3
{
  "formula": "C18H14BrN3O3S2",
  "method": "the ωB97M-V functional and the def2-TZVPD basis",
  "species": ["C", "O", "C", "C", "C", "C", "C", "C", "S", "C", "N", "C", "S", "N", "C", "O", "C", "C", "C", "C", "C", "C", "O", "N", "C", "C", "Br", "H", "H", "H", "H", "H", "H", "H", "H", "H", "H", "H", "H", "H", "H"],
  "xyz": [[-4.22262, -4.52474, -6.22265], [-3.09312, -4.37112, -5.40047], [-3.02818, -3.30675, -4.56726], [-3.99391, -2.31455, -4.43436], [-3.81415, -1.27120, -3.54445], [-2.66830, -1.18306, -2.75936], [-2.44886, -0.09930, -1.81260], [-3.27153, 0.96656, -1.56753], [-2.61872, 2.00870, -0.36391], [-1.25215, 0.91316, -0.27049], [-0.19700, 1.10236, 0.57058], [-0.02864, 2.11384, 1.43874], [-1.08359, 3.36233, 1.66362], [1.12401, 2.09323, 2.19915], [2.13359, 1.15513, 2.18004], [2.11067, 0.19649, 1.42163], [3.23837, 1.36833, 3.11087], [3.30322, 2.26891, 4.10712], [4.41229, 2.40746, 4.99658], [5.62473, 1.75380, 5.09572], [6.30278, 2.33883, 6.17954], [5.46724, 3.30384, 6.66821], [4.33385, 3.35253, 5.96698], [-1.31079, -0.10082, -1.06135], [-1.69396, -2.17586, -2.88673], [-1.88004, -3.20894, -3.77357], [-0.56474, -4.56387, -3.95715], [-4.04768, -5.43600, -6.79191], [-5.13671, -4.63636, -5.63077], [-4.33390, -3.68178, -6.91213], [-4.89465, -2.35118, -5.02643], [-4.58338, -0.51951, -3.46577], [-4.21333, 1.20535, -2.01583], [0.55948, 0.40042, 0.54748], [1.20003, 2.88377, 2.82499], [4.05316, 0.67622, 2.95674], [2.49475, 2.95790, 4.31703], [5.97678, 0.95970, 4.47081], [7.27429, 2.08275, 6.54861], [5.57310, 3.99220, 7.48366], [-0.80241, -2.11875, -2.28337]],
  "forces_ev_per_angstrom": [[-0.25, 0.02, -0.14], [0.15, 0.12, 0.19], [0.19, 0.03, 0.14], [-0.07, -0.22, -0.21], [0.29, 0.00, 0.18], [-0.08, -0.44, -0.38], [-0.56, 0.86, 0.27], [0.41, -0.25, 0.08], [0.10, -0.63, -0.39], [-1.36, 0.77, -0.34], [1.20, -0.21, 0.64], [-0.40, 0.17, -0.11], [0.08, 0.27, 0.25], [0.28, -0.12, 0.11], [-0.29, 0.02, -0.17], [0.20, -0.01, 0.11], [0.39, 0.23, 0.55], [-0.36, -0.22, -0.46], [1.10, -0.71, -0.04], [-0.88, 0.38, -0.17], [-0.26, 0.48, 0.35], [0.84, -0.39, 0.14], [-0.51, 0.19, -0.14], [0.62, -0.30, 0.19], [-0.20, 0.06, -0.09], [0.06, -0.33, -0.21], [0.03, 0.14, 0.12], [-0.06, 0.07, 0.02], [0.03, 0.02, -0.03], [-0.01, -0.03, 0.03], [-0.08, -0.03, -0.07], [-0.10, 0.09, 0.01], [-0.24, 0.01, -0.15], [-0.28, 0.22, -0.03], [-0.09, -0.14, -0.20], [0.05, -0.06, -0.04], [-0.13, 0.04, -0.04], [0.03, -0.18, -0.18], [0.19, 0.00, 0.12], [-0.09, 0.12, 0.07], [0.07, -0.04, 0.01]],
  "e_tot_ev": -121218.6525,
  "smiles": "COc1ccc(-c2csc(NC(=S)NC(=O)/C=C/c3ccco3)n2)cc1Br",
  "charge": 0,
  "homo_energy_ev": -7.7,
  "orbital_gap_ev": 6.89,
  "e_lumo_ev": -0.82
}



# 4
{
  "formula": "C8H8",
  "method": "the ωB97M-V functional and the def2-TZVPD basis",
  "species": ["C", "C", "C", "C", "C", "C", "C", "C", "H", "H", "H", "H", "H", "H", "H", "H"],
  "xyz": [[-1.54009, 0.59814, 0.66848], [-0.78650, 1.95512, 0.61469], [0.33155, 1.68137, 0.09877], [0.88339, 0.12797, 0.26018], [1.71878, -0.80394, -0.47907], [0.92115, -1.85066, -0.90312], [-0.45676, -1.57504, -0.50641], [-0.46782, -0.49429, 0.35920], [-1.88117, 0.01260, 1.84236], [-2.63988, 0.42296, 0.23851], [-1.37560, 2.83450, 0.36534], [1.13943, 2.37587, -0.27352], [1.15965, 0.38423, 1.31238], [2.88003, -0.97185, -0.98659], [1.42245, -2.47500, -1.77165], [-1.30864, -2.22199, -0.83954]],
  "forces_ev_per_angstrom": [[-2.38, -4.17, 4.21], [-5.75, -1.63, -0.53], [7.85, -0.99, -2.62], [-1.57, 3.14, 3.05], [2.77, -2.55, -3.48], [2.04, 1.28, -1.72], [-1.12, -0.73, 1.05], [-1.14, 0.19, -3.59], [0.85, 2.61, -2.49], [2.78, 0.87, 0.17], [0.42, 0.26, 0.88], [-1.25, -0.48, 0.42], [0.78, -0.88, -0.35], [-3.27, 1.61, 2.31], [-1.78, 0.55, 2.24], [0.75, 0.92, 0.46]],
  "e_tot_ev": -8419.8457,
  "charge": 0,
  "de_lowest_ev": 5.175,
  "homo_energy_ev": -8.1,
  "orbital_gap_ev": 8.92,
  "e_lumo_ev": 0.86
}



# 5
{
  "formula": "C5H8OS2",
  "method": "the ωB97M-V functional and the def2-TZVPD basis",
  "species": ["C", "C", "C", "O", "C", "C", "S", "S", "H", "H", "H", "H", "H", "H", "H", "H"],
  "xyz": [[2.54144, -1.27758, -0.66383], [1.51878, -0.44036, -0.53407], [0.18875, -0.93768, -0.14510], [-0.06220, -2.09733, 0.06961], [-0.90590, 0.11793, -0.00454], [-0.62525, 1.05530, 1.15933], [-2.44765, -0.84301, 0.28299], [-0.97130, 1.05960, -1.59252], [3.52321, -0.94699, -0.95610], [2.40592, -2.33049, -0.47450], [1.61842, 0.61669, -0.72895], [-1.43323, 1.77663, 1.27437], [-0.54300, 0.47689, 2.07838], [0.30459, 1.59814, 0.99920], [-3.22393, 0.23873, 0.41281], [-1.88866, 1.93352, -1.17709]],
  "forces_ev_per_angstrom": [[-0.17, 0.07, 0.05], [0.53, -0.07, -0.09], [-0.28, 0.07, 0.02], [0.17, -0.14, 0.00], [-0.92, 0.00, -0.28], [0.24, -0.05, 0.15], [0.17, -0.02, 0.06], [0.22, -0.21, 0.03], [0.14, 0.13, -0.05], [-0.06, -0.17, 0.03], [0.08, 0.09, 0.00], [0.00, 0.00, -0.03], [-0.03, 0.01, 0.07], [0.04, 0.09, 0.00], [-0.01, 0.13, -0.04], [-0.12, 0.08, 0.09]],
  "e_tot_ev": -29031.7019,
  "smiles": "C=CC(=O)C(C)(S)S",
  "charge": 0,
  "de_lowest_ev": 0.979,
  "homo_energy_ev": -8.9,
  "orbital_gap_ev": 8.79,
  "e_lumo_ev": -0.10
}